# 1
# C10H15N4O

C10H15N4O as an isolated structure in a non-equilibrium geometry (the ωB97M-V functional and the def2-TZVPD basis, the Open Molecules 2025 dataset).

Each line ends with the natural charge from an NBO analysis.
CARTESIAN COORDINATES (ANGSTROEM)
C  2.449  -1.423  -0.885  -0.31
C  1.133  -1.694  -0.806  0.04
C  3.074  -0.349  -0.129  0.43
C  2.047  0.589  0.429  0.27
C  -1.369  -2.418  0.926  0.13
C  -1.945  -0.855  -1.164  -0.43
C  -2.165  0.095  0.016  0.00
C  -1.043  -1.203  -0.041  0.05
C  2.671  1.859  1.004  -0.71
C  -1.569  2.503  -0.708  -0.44
N  0.730  0.266  0.325  -0.28
N  -2.549  -2.847  0.905  -0.59
N  0.326  -0.915  -0.061  -0.19
N  -1.434  1.366  0.169  -0.60
O  4.207  -0.230  0.297  -0.51
H  3.111  -2.087  -1.412  0.26
H  0.730  -2.583  -1.280  0.25
H  -0.519  -2.591  1.630  0.19
H  -2.783  -1.544  -1.359  0.29
H  -1.430  -0.421  -1.970  0.23
H  -3.034  0.081  0.581  0.24
H  2.311  2.054  1.988  0.25
H  2.299  2.842  0.550  0.25
H  3.792  1.846  1.108  0.30
H  -1.032  2.501  -1.719  0.23
H  -2.604  2.798  -0.963  0.23
H  -1.054  3.377  -0.164  0.23
H  -2.567  -3.708  1.430  0.37
H  -1.568  1.707  1.104  0.41
H  -0.216  0.982  0.198  0.43

Values from the calculation:
HOMO energy = -12.672 eV
Net charge = +1
Energy = -18610.2142 eV
Energy above the lowest of the compared OMol25 structures with the same formula, charge and spin = 100.5 kcal/mol
LUMO energy = -3.97 eV
HOMO-LUMO gap = 8.70 eV

# 2
# C10H15N5O4

One molecule with the formula C10H15N5O4 in a non-equilibrium geometry (the ωB97M-V functional and the def2-TZVPD basis, the Open Molecules 2025 dataset).

Each line ends with the natural charge from an NBO analysis.
CARTESIAN COORDINATES (ANGSTROEM)
C  -0.255  1.392  0.111  -0.14
C  -0.062  0.810  -1.308  0.70
C  -1.648  2.049  0.070  -0.53
C  -2.894  1.150  0.204  0.69
C  1.979  -0.564  -0.571  -0.15
C  3.303  -0.721  -1.315  0.77
C  1.632  -1.901  0.095  -0.44
C  0.470  -1.904  1.045  0.08
C  -0.843  -1.910  0.667  -0.11
C  -0.663  -1.646  2.874  0.17
H  1.175  2.572  1.216  0.38
H  0.677  3.279  -0.143  0.37
H  -0.090  0.696  0.900  0.23
H  -1.699  2.782  0.859  0.23
H  -1.660  2.445  -0.920  0.24
H  -2.951  1.153  -1.888  0.43
H  -4.146  0.059  -1.023  0.40
H  0.935  -0.635  -2.258  0.39
H  2.071  0.167  0.216  0.26
H  2.471  -2.099  0.758  0.25
H  1.525  -2.599  -0.710  0.22
H  -1.369  -1.761  -0.280  0.22
H  -0.975  -1.490  3.888  0.21
H  -2.510  -1.777  1.838  0.42
H  4.589  0.091  -2.206  0.50
N  0.860  2.346  0.283  -0.85
N  -3.473  0.849  -1.051  -0.85
N  0.951  -0.054  -1.477  -0.59
N  0.543  -1.795  2.427  -0.47
N  -1.525  -1.617  1.819  -0.51
O  -0.846  1.100  -2.215  -0.66
O  -3.295  0.744  1.311  -0.64
O  4.075  -1.649  -1.293  -0.58
O  3.648  0.438  -1.925  -0.66

Values from the calculation:
HOMO energy = -8.960 eV
Energy = -26254.5791 eV
SMILES = NC(=O)C[C@H](N)C(=O)N[C@@H](Cc1c[nH]cn1)C(=O)O
Energy above the lowest of the compared OMol25 structures with the same formula, charge and spin = 45.9 kcal/mol
LUMO energy = 0.55 eV
HOMO-LUMO gap = 9.51 eV

# 3
# C10H15NO3

One molecule with the formula C10H15NO3 in a non-equilibrium geometry (the ωB97M-V functional and the def2-TZVPD basis, the Open Molecules 2025 dataset).

Each line ends with the natural charge from an NBO analysis.
CARTESIAN COORDINATES (ANGSTROEM)
O  1.353  -2.491  3.047  -0.57
O  0.270  -1.257  -1.633  -0.61
O  2.525  -1.684  -0.194  -0.70
C  1.975  -2.500  2.037  0.59
C  -0.491  -1.045  -0.621  0.55
C  0.127  -1.611  0.591  -0.34
C  1.512  -1.928  0.784  0.30
N  3.138  -3.217  2.062  -0.81
C  -0.492  2.680  -0.691  -0.39
C  -0.391  1.793  0.566  -0.40
C  -0.628  1.854  -1.888  -0.41
C  -1.582  0.844  0.607  -0.39
C  -1.794  0.917  -1.750  -0.38
C  -1.682  -0.103  -0.612  -0.33
H  2.209  -1.100  -0.968  0.53
H  -0.488  -1.758  1.447  0.23
H  3.658  -3.123  1.176  0.40
H  3.554  -3.150  2.980  0.41
H  0.338  3.440  -0.730  0.21
H  -1.395  3.210  -0.647  0.19
H  -0.483  2.453  1.484  0.22
H  0.624  1.313  0.603  0.21
H  -0.776  2.416  -2.766  0.21
H  0.264  1.264  -2.067  0.21
H  -2.505  1.430  0.628  0.21
H  -1.592  0.238  1.497  0.21
H  -2.762  1.485  -1.629  0.20
H  -1.931  0.392  -2.681  0.22
H  -2.555  -0.761  -0.634  0.24

Values from the calculation:
HOMO energy = -9.420 eV
Energy = -18244.8330 eV
SMILES = NC(=O)/C(O)=C/C(=O)C1CCCCC1
Energy above the lowest of the compared OMol25 structures with the same formula, charge and spin = 25.3 kcal/mol
LUMO energy = -0.58 eV
HOMO-LUMO gap = 8.84 eV

# 4
# C10H15NO3S

One molecule with the formula C10H15NO3S in a non-equilibrium geometry (the ωB97M-V functional and the def2-TZVPD basis, the Open Molecules 2025 dataset).

Each line ends with the natural charge from an NBO analysis.
CARTESIAN COORDINATES (ANGSTROEM)
C  2.225  1.471  0.018  -0.17
C  0.969  1.818  0.218  -0.17
C  1.024  0.593  -1.773  -0.39
C  2.403  0.434  -1.070  -0.32
C  0.045  0.901  -0.624  -0.35
C  2.676  -0.873  -0.376  -0.05
C  -0.319  -0.242  0.225  -0.18
C  -0.004  -0.433  1.488  -0.36
C  -3.646  -0.181  0.301  -0.61
C  -2.840  -1.491  0.291  -0.54
N  3.834  -1.144  0.171  0.38
O  4.215  -2.102  0.851  -0.51
O  4.943  -0.300  -0.074  -0.57
O  -0.449  -2.711  -0.578  -0.97
S  -1.199  -1.468  -0.801  1.20
H  2.892  1.917  0.706  0.22
H  0.432  2.381  0.862  0.20
H  0.948  1.433  -2.481  0.23
H  0.616  -0.237  -2.491  0.23
H  3.305  0.842  -1.576  0.26
H  -0.782  1.496  -0.907  0.23
H  1.982  -1.616  -0.320  0.24
H  -0.321  -1.273  2.071  0.21
H  0.662  0.181  1.886  0.20
H  5.652  -0.667  0.510  0.50
H  -2.844  0.696  0.571  0.20
H  -4.099  -0.035  -0.689  0.22
H  -4.333  -0.316  1.036  0.22
H  -3.518  -2.272  -0.081  0.22
H  -2.326  -1.754  1.194  0.21

Values from the calculation:
HOMO energy = -8.656 eV
Energy = -29073.6770 eV
Energy above the lowest of the compared OMol25 structures with the same formula, charge and spin = 163.9 kcal/mol
LUMO energy = 0.61 eV
HOMO-LUMO gap = 9.26 eV

# 5
# C10H15O3P

C10H15O3P as an isolated structure in a non-equilibrium geometry (the ωB97M-V functional and the def2-TZVPD basis, the Open Molecules 2025 dataset).

Each line ends with the natural charge from an NBO analysis.
CARTESIAN COORDINATES (ANGSTROEM)
C  -0.040  -1.020  -2.865  -0.21
C  -0.859  -1.312  -1.830  -0.49
C  1.181  -0.433  -2.413  0.01
C  1.426  -0.018  -0.923  -0.40
C  2.545  -0.264  -1.930  -0.21
C  3.285  1.004  -2.369  -0.60
C  0.114  1.328  2.928  -0.60
C  -1.046  0.303  2.619  -0.47
C  -2.676  -0.258  0.757  -0.06
C  -1.629  0.597  1.327  0.05
O  0.452  -1.831  0.699  -1.08
O  -2.324  -1.585  0.515  -0.73
O  -0.591  0.529  0.350  -0.81
P  0.018  -0.837  -0.286  2.16
H  -0.257  -1.146  -3.914  0.23
H  -1.849  -1.543  -1.959  0.23
H  3.179  -1.214  -1.906  0.20
H  4.296  1.158  -1.999  0.22
H  2.717  1.893  -2.299  0.22
H  3.529  0.715  -3.510  0.20
H  0.945  0.987  2.193  0.22
H  -0.127  2.301  2.537  0.20
H  0.374  1.222  3.989  0.21
H  -0.504  -0.621  3.041  0.25
H  -1.709  0.550  3.459  0.21
H  -3.531  -0.151  1.420  0.17
H  -2.879  0.120  -0.374  0.19
H  -2.124  1.588  1.374  0.21
H  -1.915  -2.061  1.368  0.51

Values from the calculation:
HOMO energy (alpha / beta) = -8.369 / -8.368 eV
Energy = -26038.9332 eV
Energy above the lowest of the compared OMol25 structures with the same formula, charge and spin = 164.2 kcal/mol
LUMO energy (alpha / beta) = -0.59 / -0.59 eV
HOMO-LUMO gap (alpha / beta) = 7.78 / 7.78 eV

# 6
# C10H15O3P

One molecule with the formula C10H15O3P in a non-equilibrium geometry (the ωB97M-V functional and the def2-TZVPD basis, the Open Molecules 2025 dataset).

Each line ends with the natural charge from an NBO analysis.
CARTESIAN COORDINATES (ANGSTROEM)
C  1.412  2.512  0.313  -0.27
C  2.607  1.865  0.538  -0.17
C  0.509  1.920  -0.510  -0.15
C  2.834  0.568  0.096  -0.31
C  0.545  0.587  -0.895  -0.34
C  1.704  -0.085  -0.465  0.34
C  2.669  -2.429  -0.317  -0.28
C  -1.266  -1.891  0.890  -0.27
C  -3.410  1.274  0.633  -0.26
C  -2.067  -0.220  -0.561  0.15
O  1.662  -1.459  -0.684  -0.54
O  -1.521  -0.501  0.717  -0.56
O  -2.567  1.066  -0.509  -0.58
P  -0.776  -0.305  -1.930  0.52
H  1.361  3.487  0.641  0.21
H  3.318  2.419  1.096  0.21
H  -0.364  2.508  -0.902  0.22
H  3.767  0.047  0.132  0.22
H  3.453  -2.592  -1.130  0.20
H  2.077  -3.425  -0.244  0.20
H  3.018  -2.427  0.722  0.19
H  -0.470  -2.276  0.093  0.19
H  -2.191  -2.466  0.685  0.17
H  -0.957  -1.933  1.967  0.21
H  -2.733  1.628  1.455  0.20
H  -3.879  0.249  0.919  0.17
H  -4.236  1.938  0.368  0.19
H  -1.515  0.761  -2.311  -0.02
H  -2.985  -0.818  -0.806  0.15

Values from the calculation:
HOMO energy = -8.393 eV
Energy = -26041.0558 eV
SMILES = COc1ccccc1PC(OC)OC
Energy above the lowest of the compared OMol25 structures with the same formula, charge and spin = 115.3 kcal/mol
LUMO energy = 0.85 eV
HOMO-LUMO gap = 9.24 eV

# 7
# C10H16

A 2-piece molecular cluster, C10H16 overall in a non-equilibrium geometry (the ωB97M-V functional and the def2-TZVPD basis, the Open Molecules 2025 dataset).

Each line ends with the natural charge from an NBO analysis.
CARTESIAN COORDINATES (ANGSTROEM)
C  -1.233  0.693  0.834  -0.43
C  -0.596  -0.188  1.979  -0.60
C  -2.666  0.951  1.189  -0.60
H  -0.711  1.591  0.677  0.20
H  -1.057  0.402  -0.193  0.22
H  0.213  -0.698  1.569  0.20
H  -3.295  -0.013  0.867  0.19
H  -1.401  -1.002  2.287  0.19
H  -0.427  0.529  2.885  0.21
H  -2.943  1.100  2.267  0.21
H  -3.062  1.757  0.621  0.20
C  0.973  -2.559  -0.667  -0.65
C  1.081  -1.103  -0.978  0.03
C  1.774  -0.285  0.037  -0.26
C  0.588  -0.438  -2.085  -0.25
C  1.804  1.066  -0.107  -0.20
C  0.695  0.916  -2.268  -0.20
C  1.271  1.768  -1.314  -0.23
H  0.257  -3.064  -1.369  0.22
H  0.472  -2.464  0.238  0.22
H  2.499  -0.878  0.704  0.23
H  -0.072  -0.940  -2.731  0.21
H  2.372  1.808  0.565  0.22
H  0.244  1.350  -3.115  0.21
H  1.319  2.867  -1.470  0.22
H  1.904  -3.165  -0.422  0.23

Values from the calculation:
HOMO energy = -8.756 eV
Energy = -10627.3951 eV
SMILES = Cc1ccccc1.CCC
Energy above the lowest of the compared OMol25 structures with the same formula, charge and spin = 54.2 kcal/mol
LUMO energy = 1.00 eV
HOMO-LUMO gap = 9.76 eV

# 8
# C10H16

A 2-piece molecular cluster, C10H16 overall in a non-equilibrium geometry (the ωB97M-V functional and the def2-TZVPD basis, the Open Molecules 2025 dataset).

Each line ends with the natural charge from an NBO analysis.
CARTESIAN COORDINATES (ANGSTROEM)
C  1.551  -0.852  0.196  -0.65
C  1.662  3.261  1.662  -0.23
C  0.943  2.244  2.291  -0.20
C  2.374  2.836  0.571  -0.19
C  0.907  0.940  1.887  -0.24
C  2.347  1.549  0.052  -0.24
C  1.613  0.557  0.693  0.02
H  1.619  4.284  1.989  0.22
H  0.393  2.514  3.193  0.21
H  2.968  3.542  -0.012  0.20
H  0.354  0.090  2.261  0.21
H  2.945  1.327  -0.823  0.21
H  1.171  -0.862  -0.823  0.22
H  1.014  -1.561  0.816  0.22
H  2.561  -1.279  0.143  0.22
C  -2.138  -1.114  -1.420  -0.40
C  -2.486  -2.170  -2.479  -0.60
C  -2.073  -1.618  0.036  -0.62
H  -1.173  -0.694  -1.697  0.20
H  -2.915  -0.356  -1.459  0.20
H  -2.623  -1.656  -3.430  0.21
H  -2.823  -1.199  0.701  0.21
H  -2.135  -2.710  0.065  0.20
H  -3.333  -2.816  -2.259  0.20
H  -1.630  -2.837  -2.625  0.20
H  -1.095  -1.422  0.471  0.20

Values from the calculation:
HOMO energy = -9.014 eV
Energy = -10629.0941 eV
SMILES = Cc1ccccc1.CCC
Energy above the lowest of the compared OMol25 structures with the same formula, charge and spin = 15.0 kcal/mol
LUMO energy = 0.99 eV
HOMO-LUMO gap = 10.00 eV